Below is a 11-piece molecular cluster, C10H40ClO14 overall, with properties calculated with wB97M-V/def2-TZVPD.

Element x y z (Å)
Cl1 1.49156 19.67734 -1.23790
O1 1.73895 20.69459 -0.22254
O2 0.63887 20.29440 -2.24746
O3 2.68880 19.09444 -1.80485
O4 0.72559 18.68566 -0.52876
C1 -2.10466 21.52160 -4.25733
O5 -1.82412 22.56949 -5.19790
H1 -2.45955 21.92106 -3.30728
H2 -2.95242 20.89828 -4.54173
H3 -1.33152 20.75389 -4.22608
H4 -1.02068 23.00399 -4.90243
C2 3.40001 20.37674 -6.15075
O6 3.30090 21.00380 -4.87260
H5 3.12191 21.11303 -6.90483
H6 4.42277 20.06206 -6.35815
H7 2.83264 19.45161 -6.25233
H8 2.42283 20.78573 -4.55159
C3 4.01124 22.89742 -1.46795
O7 4.62713 23.70521 -0.53314
H9 4.31091 23.00664 -2.51024
H10 4.05352 21.83310 -1.23654
H11 2.92887 22.97983 -1.36910
H12 5.55549 23.46126 -0.54871
C4 2.77362 22.42978 2.69485
O8 1.88992 22.99121 1.69703
H13 2.61534 22.67762 3.74443
H14 2.74892 21.37096 2.43720
H15 3.81405 22.70884 2.52831
H16 2.07573 22.47255 0.91087
C5 5.12153 17.32873 -3.91312
O9 4.60941 17.11299 -5.18884
H17 6.19886 17.37189 -3.75311
H18 4.51215 18.14025 -3.51540
H19 4.90457 16.47331 -3.27336
H20 5.35295 16.78684 -5.70107
C6 -0.67475 23.23889 -1.10212
O10 -0.95474 24.11546 -0.02255
H21 -0.97262 23.60298 -2.08539
H22 0.39237 23.02392 -1.15822
H23 -1.12562 22.24869 -1.03642
H24 -1.89998 24.28153 0.00026
C7 5.45869 20.20555 0.48165
O11 6.27429 20.40670 1.60299
H25 5.64528 21.04360 -0.18989
H26 5.55120 19.29338 -0.10784
H27 4.46706 20.40262 0.88902
H28 7.12703 19.98704 1.46764
C8 1.11077 17.49698 -4.73582
O12 1.06205 16.69358 -5.86758
H29 0.69058 18.44786 -5.06348
H30 0.58070 17.15552 -3.84671
H31 2.10956 17.76281 -4.38965
H32 1.59078 15.90367 -5.73307
C9 2.01513 18.59273 3.07257
O13 2.10359 18.98243 4.50472
H33 1.67269 19.34323 2.36012
H34 2.99804 18.32547 2.68456
H35 1.35461 17.73475 2.94726
H36 2.89162 18.59686 4.89452
C10 2.52334 15.56414 -1.72364
O14 2.82299 14.28313 -1.24874
H37 3.07541 16.34943 -1.20726
H38 2.72596 15.69892 -2.78613
H39 1.49742 15.81845 -1.45733
H40 2.70113 14.31469 -0.29703

Computed properties:
Kohn-Sham gap (eV): 9.174
Electronic energy (eV): -52195.299
ΔE to the lowest compared entry with this formula, charge and spin (kcal per mole): 109.8
Maximum force (eV/A): 2.64
Charge: -1

The net atomic charges from natural (NBO), expressed in e, are: 2.532 -0.906 -0.881 -0.854 -0.877 -0.264 -0.733 0.169 0.169 0.191 0.467 -0.254 -0.728 0.153 0.167 0.181 0.480 -0.255 -0.711 0.158 0.168 0.185 0.454 -0.255 -0.731 0.175 0.170 0.154 0.484 -0.271 -0.715 0.162 0.213 0.153 0.459 -0.253 -0.710 0.137 0.199 0.173 0.453 -0.254 -0.726 0.148 0.173 0.201 0.455 -0.254 -0.724 0.173 0.168 0.172 0.463 -0.265 -0.744 0.216 0.166 0.166 0.462 -0.258 -0.730 0.174 0.176 0.174 0.461

***

Below is C4H8N2 as an isolated structure, with properties calculated with wB97M-V/def2-TZVPD.

Element x y z (Å)
C1 -0.74802 1.50116 -0.16093
N1 0.04136 0.38504 0.33445
C2 -0.70826 -0.67424 0.87197
C3 0.88909 -0.16987 -0.64163
C4 1.92737 -1.04489 -0.10212
N2 2.69194 -1.81702 0.29545
H1 -1.37255 1.21594 -1.02322
H2 -0.07387 2.30995 -0.45691
H3 -1.39443 1.86176 0.64330
H4 -0.08963 -1.39592 1.41270
H5 -0.91388 -1.35991 -0.26564
H6 -1.54667 -0.30855 1.48666
H7 1.32605 0.61046 -1.28956
H8 -0.02850 -1.11394 -1.10451

Computed properties:
Kohn-Sham gap (eV): 10.616
Electronic energy (eV): -7255.050
ΔE to the lowest compared entry with this formula, charge and spin (kcal per mole): 65.2
Maximum force (eV/A): 3.20
Charge: 0

The net atomic charges from natural (NBO), expressed in e, are: -0.412 -0.405 -0.362 -0.298 0.259 -0.313 0.184 0.209 0.213 0.219 0.098 0.217 0.249 0.145

***

Below is a single C15H20N4O2 molecule, with properties calculated with wB97M-V/def2-TZVPD.

Element x y z (Å)
C1 3.27560 -1.55698 1.95311
C2 2.39561 -1.48503 0.63599
C3 0.87336 -1.83602 0.83106
N1 -0.03983 -0.68694 1.01596
C4 -0.01025 0.25698 -0.06246
C5 -0.73206 -0.09633 -1.29244
C6 -1.55690 -1.38761 -1.49327
C7 -2.85504 -1.49167 -0.58736
N2 -4.07153 -1.27290 -1.42620
N3 -2.90766 -0.50464 0.52337
N4 -3.00111 -2.88064 -0.05681
C8 -0.64788 0.86054 -2.39263
C9 0.10083 2.10841 -2.31476
C10 0.76750 2.41880 -1.07625
C11 0.73036 1.50247 0.08634
C12 1.48484 1.94322 1.34310
O1 1.76655 1.23796 2.29125
C13 1.98672 3.42226 1.41483
C14 2.05399 4.25460 0.35092
C15 1.57012 3.74390 -1.01471
O2 1.80192 4.32344 -2.05388
H1 4.19418 -2.15836 1.71042
H2 3.65088 -0.52694 2.18535
H3 2.76591 -2.04877 2.81454
H4 2.81083 -2.26329 -0.06848
H5 2.59341 -0.50068 0.15039
H6 0.54198 -2.38486 -0.09555
H7 0.74517 -2.57041 1.67242
H8 0.04787 -0.24830 1.93003
H9 -0.97647 -2.33532 -1.39059
H10 -1.93027 -1.36766 -2.55449
H11 -4.20754 -0.25670 -1.52791
H12 -4.88564 -1.56530 -0.87195
H13 -3.82761 -0.07124 0.57523
H14 -2.67295 -0.95965 1.40738
H15 -2.05612 -3.17160 0.22795
H16 -3.52769 -2.85792 0.82325
H17 -1.17048 0.56555 -3.33202
H18 0.13248 2.75644 -3.21176
H19 2.33476 3.80873 2.40168
H20 2.45215 5.28247 0.47895

Computed properties:
SMILES string: CCCNc1c(CC(N)(N)N)ccc2c1C(=O)C=CC2=O
Kohn-Sham gap (eV): 7.527
Electronic energy (eV): -25933.062
ΔE to the lowest compared entry with this formula, charge and spin (kcal per mole): 87.6
Maximum force (eV/A): 2.49
Charge: 0

The net atomic charges from natural (NBO), expressed in e, are: -0.619 -0.429 -0.212 -0.681 0.338 -0.034 -0.464 0.421 -0.834 -0.878 -0.838 -0.175 -0.188 -0.101 -0.215 0.533 -0.536 -0.229 -0.250 0.524 -0.512 0.205 0.221 0.205 0.201 0.214 0.185 0.203 0.394 0.226 0.245 0.347 0.354 0.361 0.370 0.356 0.354 0.219 0.248 0.233 0.237

***

Below is C25H16CuN3SSe as an isolated structure, with properties calculated with wB97M-V/def2-TZVPD.

Element x y z (Å)
Cu1 1.63783 1.37861 17.29035
S1 5.83907 2.68960 15.59469
C1 6.12562 2.37956 17.25326
C2 7.38656 2.46696 17.87056
C3 7.51356 2.09053 19.23549
C4 6.32644 1.71069 19.95252
C5 5.07154 1.68062 19.35281
C6 4.98550 1.91022 17.96640
N1 3.88970 1.71715 17.10079
C7 4.17752 2.14212 15.86435
C8 3.11796 2.20732 14.89066
C9 3.33563 2.40044 13.53567
C10 2.21473 2.42929 12.69950
C11 0.93037 2.20510 13.17030
C12 0.74165 1.91379 14.49965
C13 1.82349 1.83466 15.34810
H1 8.32745 2.76988 17.34182
H2 8.44144 2.12148 19.73699
H3 6.43849 1.47732 21.00798
H4 4.21248 1.45783 19.95073
H5 4.37641 2.55731 13.14738
H6 2.37731 2.59107 11.64608
H7 0.07228 2.35535 12.53317
H8 -0.26853 1.78518 14.88854
N2 -1.02833 -5.45743 17.41598
C14 -0.68857 -4.32765 17.39290
C15 -0.11913 -3.03392 17.34910
C16 0.33599 -2.44826 18.51814
C17 0.88710 -1.17384 18.41312
C18 0.95822 -0.47563 17.17172
C19 0.47624 -1.05802 15.99259
C20 0.00617 -2.39931 16.11821
H9 0.18652 -2.93426 19.49632
H10 1.16249 -0.73275 19.33781
H11 0.63991 -0.56124 15.03939
H12 -0.40620 -2.92960 15.27335
Se1 0.46485 3.13518 18.39427
C21 -1.35305 3.13308 17.66948
C22 -2.00190 4.28354 17.34329
C23 -3.13765 4.18736 16.53554
N3 -3.61024 2.98459 16.13080
C24 -3.03740 1.86768 16.59690
C25 -1.92553 1.85600 17.39524
H13 -1.63712 5.26477 17.74029
H14 -3.64068 5.05403 16.27665
H15 -3.57935 0.93126 16.29576
H16 -1.51285 0.90879 17.78573

Computed properties:
2S+1: 2
Kohn-Sham gap (spin up / spin down) (eV): 6.349 / 6.682
<S²>: 0.757
Electronic energy (eV): -151476.224
ΔE to the lowest compared entry with this formula, charge and spin (kcal per mole): 8.2
Maximum force (eV/A): 4.08
Charge: -1

The net atomic charges from natural (NBO), expressed in e, are: 1.043 0.387 -0.277 -0.208 -0.230 -0.208 -0.243 0.221 -0.536 0.154 -0.231 -0.172 -0.262 -0.182 -0.296 -0.219 0.215 0.207 0.209 0.232 0.200 0.199 0.204 0.223 -0.381 0.314 -0.261 -0.159 -0.296 -0.286 -0.294 -0.155 0.211 0.201 0.225 0.205 -0.452 -0.091 -0.315 0.033 -0.468 0.015 -0.295 0.221 0.176 0.185 0.241